i) Here is a 2-piece molecular cluster, C2H2O4 overall from the Open Molecules 2025 dataset. Energies are from ωB97M-V/def2-TZVPD.

Last column: Mulliken charge in e.
Cartesian coordinates (Å):
C: -1.013 1.663 3.161  0.81
C: -1.238 0.086 -0.300  0.01
O: -0.170 0.937 2.809  -0.54
O: -0.755 1.323 0.015  -0.25
O: -1.801 2.396 3.581  -0.32
O: -0.895 -0.875 0.516  -0.22
H: -0.176 1.222 0.811  0.25
H: -0.340 -0.510 1.267  0.28

Results
HOMO-LUMO gap: 9.50 eV
HOMO: -9.423 eV
Charge: 0

---

ii) Here is C2H2O4 as an isolated structure from the Open Molecules 2025 dataset. Energies are from ωB97M-V/def2-TZVPD.

Last column: Mulliken charge in e.
Cartesian coordinates (Å):
C: -0.617 1.001 -0.195  0.51
C: -0.813 -0.556 -0.230  0.17
O: 0.603 0.214 0.844  -0.28
O: 1.727 0.056 -0.034  -0.35
O: -1.006 2.059 0.008  -0.28
O: -1.728 -1.022 0.392  -0.47
H: 2.138 -0.758 0.308  0.34
H: -0.304 -0.995 -1.093  0.36

Results
HOMO-LUMO gap: 9.63 eV
HOMO: -10.073 eV
Charge: 0

---

If we sort the structures by their calculated energies, the order from most to least stable is i), ii).

---

i) Here is an isolated molecule of C3H4BrN from the Open Molecules 2025 dataset. Energies are from ωB97M-V/def2-TZVPD.

Last column: Mulliken charge in e.
Cartesian coordinates (Å):
C: 1.002 -0.227 1.023  0.16
C: -0.797 -0.452 -0.520  -1.31
C: 0.465 0.382 -0.193  0.08
N: 1.504 -0.490 2.018  -0.37
Br: -0.033 2.272 0.135  -0.09
H: -1.226 -0.694 0.401  0.40
H: -0.601 -1.350 -0.985  0.37
H: -1.553 0.011 -1.019  0.44
H: 1.240 0.547 -0.860  0.33

Results
HOMO-LUMO gap: 11.09 eV
HOMO: -10.881 eV
Charge: 0
Structure (SMILES): C[C@@H](Br)C#N

---

ii) Here is an isolated molecule of C3H4BrN from the Open Molecules 2025 dataset. Energies are from ωB97M-V/def2-TZVPD.

Last column: Mulliken charge in e.
Cartesian coordinates (Å):
C: -0.618 1.422 -0.025  0.14
C: 0.770 -0.626 0.315  -1.18
C: -0.400 0.020 -0.388  0.14
N: -0.725 2.492 0.290  -0.32
Br: -2.111 -0.970 -0.016  -0.11
H: 1.286 -1.400 -0.343  0.28
H: 0.531 -1.034 1.221  0.40
H: 1.481 0.132 0.477  0.37
H: -0.214 -0.037 -1.531  0.28

Results
HOMO-LUMO gap: 11.16 eV
HOMO: -10.875 eV
Charge: 0
Structure (SMILES): C[C@@H](Br)C#N

---

iii) Here is C3H4BrN as an isolated structure from the Open Molecules 2025 dataset. Energies are from ωB97M-V/def2-TZVPD.

Last column: Mulliken charge in e.
Cartesian coordinates (Å):
C: -0.751 -0.930 -0.102  -0.16
C: 0.438 0.256 0.810  -0.41
C: 0.170 0.130 -0.723  -0.05
N: -0.378 -0.874 1.103  -0.47
Br: -0.548 1.742 -1.601  -0.17
H: -1.525 -1.376 -0.549  0.45
H: 1.561 0.235 1.089  0.24
H: -0.072 1.121 1.240  0.27
H: 1.104 -0.304 -1.266  0.31

Results
HOMO-LUMO gap: 10.88 eV
HOMO: -10.218 eV
Charge: 0

---

If we sort the structures by their calculated energies, the order from most to least stable is ii), i), iii).

---

i) Here is an isolated molecule of C5H6N2OS from the Open Molecules 2025 dataset. Energies are from ωB97M-V/def2-TZVPD.

Last column: Mulliken charge in e.
Cartesian coordinates (Å):
C: -1.681 0.386 -0.523  -0.07
C: -0.752 1.451 -0.619  -0.90
C: -1.564 -0.852 -0.025  -0.63
C: 0.377 1.418 0.153  0.84
C: -0.299 -1.257 0.818  -0.39
N: 3.196 -0.045 -0.507  -0.48
N: 0.813 -0.597 0.361  -0.18
O: 1.373 1.901 0.605  -0.55
S: 2.210 -1.122 -0.179  0.38
H: -2.571 0.474 -1.007  0.41
H: -0.990 2.178 -1.377  0.33
H: -2.435 -1.477 0.007  0.33
H: -0.465 -0.996 1.932  0.20
H: -0.079 -2.367 0.798  0.35
H: 2.867 0.907 -0.438  0.36

Results
HOMO-LUMO gap: 7.09 eV
HOMO: -7.818 eV
Charge: 0

---

ii) Here is an isolated molecule of C5H6N2OS from the Open Molecules 2025 dataset. Energies are from ωB97M-V/def2-TZVPD.

Last column: Mulliken charge in e.
Cartesian coordinates (Å):
C: 0.971 1.620 0.437  -0.12
C: 2.309 1.105 0.239  -0.56
C: -1.193 -1.160 -0.038  0.66
C: 1.186 -1.237 -0.015  0.02
C: -2.272 -0.185 -0.294  -0.93
N: -0.212 1.041 0.326  -0.59
N: 0.034 -0.505 0.066  0.08
O: -1.296 -2.351 -0.081  -0.59
S: 2.689 -0.575 -0.064  -0.08
H: 0.917 2.676 0.604  0.32
H: 3.114 1.732 0.173  0.42
H: 0.974 -2.286 -0.111  0.43
H: -2.515 0.525 0.537  0.31
H: -3.046 -0.808 -0.719  0.32
H: -1.660 0.408 -1.061  0.30

Results
HOMO-LUMO gap (alpha / beta): 6.29 / 6.30 eV
HOMO (alpha / beta): -7.121 / -7.123 eV
Charge: 0

---

iii) Here is an isolated molecule of C5H6N2OS from the Open Molecules 2025 dataset. Energies are from ωB97M-V/def2-TZVPD.

Last column: Mulliken charge in e.
Cartesian coordinates (Å):
C: -3.342 -0.700 -0.141  -0.43
C: -2.130 -1.357 -0.338  -0.19
C: -1.844 0.700 0.345  -0.13
C: 0.406 -0.612 0.058  0.37
C: 2.249 0.700 -0.036  -0.69
N: -3.139 0.581 0.214  -0.61
N: -1.197 -0.415 -0.026  0.12
O: 0.835 0.570 -0.146  -0.26
S: 1.092 -2.108 0.049  -0.24
H: -4.333 -1.082 -0.297  0.40
H: -1.839 -2.370 -0.495  0.34
H: -1.321 1.567 0.544  0.42
H: 2.606 0.419 -1.071  0.31
H: 2.660 -0.023 0.699  0.36
H: 2.414 1.744 0.212  0.24

Results
HOMO-LUMO gap: 8.54 eV
HOMO: -8.715 eV
Charge: 0
Structure (SMILES): COC(=S)n1ccnc1

---

If we sort the structures by their calculated energies, the order from most to least stable is iii), ii), i).

---

i) Here is a 2-piece molecular cluster, C6H8N2O2 overall from the Open Molecules 2025 dataset. Energies are from ωB97M-V/def2-TZVPD.

Last column: Mulliken charge in e.
Cartesian coordinates (Å):
C: -1.898 0.838 1.675  -0.45
C: -1.945 -0.316 1.025  -0.27
C: -0.853 1.612 0.689  0.59
C: -1.014 -1.375 -0.895  -0.34
C: 2.102 0.475 0.155  -0.84
C: 2.252 -0.557 -0.754  -0.12
N: -1.246 -0.317 -0.178  0.58
N: -0.677 0.850 -0.422  -0.73
O: -0.364 2.715 0.979  -0.62
O: 1.960 -0.595 -2.038  -0.53
H: -2.384 1.145 2.645  0.35
H: -2.457 -1.268 1.196  0.29
H: -0.281 -1.242 -1.558  0.42
H: -1.397 -2.340 -0.644  0.20
H: 2.410 0.222 1.112  0.34
H: 1.658 1.335 -0.329  0.33
H: 2.605 -1.497 -0.408  0.41
H: 1.531 0.319 -2.250  0.37

Results
HOMO-LUMO gap (alpha / beta): 7.57 / 7.57 eV
HOMO (alpha / beta): -8.513 / -8.513 eV
Charge: 0

---

ii) Here is a 2-piece molecular cluster, C6H8N2O2 overall from the Open Molecules 2025 dataset. Energies are from ωB97M-V/def2-TZVPD.

Last column: Mulliken charge in e.
Cartesian coordinates (Å):
C: 2.736 -0.827 -0.730  -0.78
C: 1.517 -0.137 -0.655  -0.29
C: -2.207 -0.468 -0.244  0.36
C: -1.343 -1.131 0.722  -0.31
C: -0.287 -0.488 1.250  -0.32
C: -0.786 1.577 0.064  0.45
H: 2.655 -1.779 -0.991  0.40
H: 3.673 -0.144 -0.764  0.23
H: 0.567 -0.541 -0.837  0.27
H: 1.695 0.874 -0.356  0.18
H: -2.423 1.459 -1.082  0.22
H: -1.494 -2.196 0.937  0.38
H: 0.453 -0.955 1.917  0.36
H: 0.746 1.328 1.345  0.30
N: -1.869 0.891 -0.437  -0.05
N: -0.031 0.819 0.959  -0.19
O: -3.107 -0.993 -0.855  -0.61
O: -0.495 2.712 -0.244  -0.61

Results
HOMO-LUMO gap: 10.04 eV
HOMO: -9.549 eV
Charge: 0
Structure (SMILES): O=c1cc[nH]c(=O)[nH]1.C=C

---

If we sort the structures by their calculated energies, the order from most to least stable is ii), i).